Entry 1:
Here is a molecular structure, C34H36BrInN4O2P from the Open Molecules 2025 dataset. Energies are from ωB97M-V with the def2-TZVPD basis set.

Its spin multiplicity is 1. For the gap between HOMO and LUMO, the calculation gives 7.2 eV. The net charge is +3.

```
79
Properties=species:S:1:pos:R:3:forces:R:3:mulliken_charge:R:1
In 0.584506 0.179214 -0.892561 -0.3 0.3 0.6 1.601
C 3.249206 0.923714 -3.191261 0.0 -0.3 0.0 -1.198
C 2.898406 -0.530886 -3.476361 0.0 0.0 0.2 0.071
C 1.457706 -0.695986 -3.942061 0.5 -0.1 -0.1 -1.038
C 3.193806 -1.447186 -2.269761 0.3 -0.3 -0.8 -0.226
C 4.700406 -1.579986 -1.954861 -0.1 -0.4 -0.9 -0.721
O 4.802306 -1.156186 -0.597961 0.0 0.1 0.6 -0.416
C 3.611006 -0.843386 -0.147061 -0.2 0.0 0.2 0.971
N 2.639306 -0.955986 -1.005561 -1.1 0.8 -0.2 0.065
C 3.560106 -0.516586 1.285039 0.3 0.2 0.5 -0.212
C 4.806106 -0.378686 1.915939 -0.1 0.0 -0.2 -0.966
C 4.920906 -0.221986 3.285939 -0.2 0.0 0.1 -0.883
C 3.789706 -0.259786 4.084639 0.1 0.0 -0.1 -0.807
C 2.544106 -0.368386 3.488339 0.0 -0.1 -0.3 -0.663
C 2.410906 -0.454186 2.098739 -0.4 0.1 0.3 1.034
P 0.661706 -0.487286 1.606039 0.1 0.0 -1.0 0.496
C -0.291694 0.765914 2.486939 0.1 -0.1 0.0 0.652
C 0.312906 1.854014 3.120139 0.0 -0.2 -0.1 -0.510
C -0.479494 2.803414 3.743439 -0.1 0.1 -0.1 -0.793
C -1.863294 2.692314 3.711939 0.1 0.0 0.0 -0.706
C -2.466394 1.621114 3.062739 0.0 0.1 0.0 -0.691
C -1.687194 0.662814 2.439039 0.1 -0.1 0.0 -0.824
C 0.008706 -2.140386 1.919939 -0.1 0.4 0.1 0.862
C -0.562394 -2.359086 3.176939 0.1 0.0 -0.2 -0.327
C -0.928794 -3.642386 3.537139 0.0 0.0 0.1 -0.850
C -0.732394 -4.695186 2.656139 0.0 0.1 0.0 -0.631
C -0.185694 -4.469886 1.398439 0.0 0.0 0.0 -0.736
C 0.188806 -3.192286 1.020139 0.0 0.2 -0.1 -0.475
H 3.101506 1.527514 -4.082861 -0.1 0.1 0.0 0.458
H 4.292106 1.022214 -2.902561 0.1 0.2 0.1 0.383
H 2.626606 1.328714 -2.381761 0.1 0.1 -0.1 0.077
H 3.545706 -0.883186 -4.285461 -0.1 0.0 0.0 0.513
H 0.738606 -0.431186 -3.138561 -0.3 0.0 -0.1 -0.086
H 1.264706 -1.724886 -4.245661 -0.2 0.0 0.2 0.441
H 1.255006 -0.060886 -4.803361 -0.2 0.1 0.1 0.437
H 2.747306 -2.429786 -2.473261 0.1 0.1 0.0 0.564
H 5.346306 -0.949286 -2.574761 -0.2 0.0 0.2 0.430
H 5.061306 -2.610186 -2.015361 -0.1 0.2 0.0 0.316
H 5.702606 -0.414186 1.316639 0.0 0.0 0.0 0.585
H 5.895106 -0.102186 3.731439 0.1 0.0 0.0 0.454
H 3.868906 -0.212686 5.159939 0.0 0.0 0.1 0.498
H 1.655906 -0.402986 4.109439 0.1 0.1 0.0 0.518
H 1.390306 1.952614 3.139139 0.0 0.0 0.1 0.503
H -0.020694 3.637114 4.254539 0.1 0.0 0.0 0.505
H -2.470694 3.448514 4.187739 0.0 0.0 0.1 0.468
H -3.543794 1.541514 3.049039 0.0 0.0 0.0 0.478
H -2.152194 -0.171886 1.925239 0.0 0.0 0.1 0.562
H -0.714994 -1.535086 3.860539 0.0 0.0 0.1 0.458
H -1.366494 -3.814186 4.508139 0.0 -0.1 0.1 0.477
H -1.009894 -5.694086 2.951039 0.0 -0.1 0.0 0.455
H -0.051694 -5.296986 0.718139 0.0 0.0 -0.1 0.480
H 0.615106 -3.013986 0.034339 0.0 -0.1 0.1 0.301
Br -0.032294 6.973814 -2.521561 0.0 -0.6 0.1 -0.010
C 0.033306 5.142014 -2.109661 0.0 -0.1 0.0 0.017
C 0.227006 4.188014 -3.116461 -0.1 0.2 0.2 -0.769
C 0.321306 2.857914 -2.763761 0.0 0.1 -0.5 -0.155
N 0.257106 2.445514 -1.492961 0.4 -1.6 0.3 -0.022
C 0.043006 3.347814 -0.529161 -0.1 0.2 0.5 0.156
C -0.102694 4.692514 -0.789761 0.1 0.2 -0.4 -0.651
H 0.296506 4.491514 -4.151561 0.0 -0.1 0.0 0.492
H 0.445206 2.086814 -3.518661 0.1 0.2 0.0 0.582
H -0.008394 2.966214 0.485439 -0.1 0.1 0.0 0.176
H -0.305894 5.395914 0.002739 0.1 0.0 0.1 0.534
N -1.579194 -0.307486 -1.345661 0.7 0.1 0.0 -0.540
C -2.748794 -0.314786 -1.319761 1.3 0.0 0.0 0.518
N -4.015094 -0.360886 -1.286461 -0.5 -0.1 -0.1 0.118
C -4.736694 -0.853386 -0.108661 -0.6 -0.4 0.6 -0.353
C -5.957494 -1.665886 -0.561561 0.2 -0.1 0.2 -0.794
O -6.757194 -0.905986 -1.421261 -0.1 0.1 0.0 -0.357
C -6.069494 -0.579186 -2.598261 0.2 0.2 -0.2 -0.641
C -4.859194 0.307914 -2.283761 -0.7 0.3 -0.6 -0.527
H -5.077594 0.011814 0.468639 0.1 0.0 0.0 0.258
H -4.080694 -1.471286 0.502939 0.1 0.0 0.0 0.395
H -6.569294 -1.912986 0.308439 0.1 0.0 -0.1 0.374
H -5.633694 -2.597686 -1.048561 0.0 0.1 0.0 0.390
H -6.766094 -0.025786 -3.230261 0.1 -0.1 0.0 0.366
H -5.748794 -1.488686 -3.126461 0.0 0.1 0.0 0.346
H -5.206694 1.254014 -1.856961 0.1 -0.1 0.0 0.298
H -4.288094 0.504914 -3.188961 0.1 0.0 0.0 0.445
```
Forces are in eV/Å.



Entry 2:
Here is 2 unconnected molecules or ions with the total composition C34H36Cl2FNO6P2 from the Open Molecules 2025 dataset. Energies are from ωB97M-V with the def2-TZVPD basis set.

Its spin multiplicity is 1. For the gap between HOMO and LUMO, the calculation gives 7.0 eV.

```
82
Properties=species:S:1:pos:R:3:forces:R:3:mulliken_charge:R:1
C 2.126840 3.118743 -3.671728 -0.7 -0.2 0.0 0.239
C 2.743637 2.771006 -2.707281 0.6 0.2 0.3 -0.555
C 3.507573 2.439302 -1.494880 -0.2 -0.3 -0.4 -1.425
C 2.740770 1.402673 -0.665582 0.3 0.5 0.1 0.329
C 2.783669 0.053132 -1.044516 0.2 -0.1 -0.2 0.853
C 3.617134 -0.355634 -2.255493 -0.1 -0.4 0.1 -1.710
O 4.522329 -1.398535 -1.925758 0.0 0.4 -0.3 -0.235
C 5.709148 -0.910829 -1.309463 0.1 -0.5 0.6 0.024
C 6.728859 -2.056015 -1.323523 -0.6 -0.1 -0.2 -1.276
C 2.105461 -0.949052 -0.315735 -0.8 0.7 -0.1 1.258
P 2.176537 -2.748508 -0.809507 1.7 -1.0 0.4 0.090
O 2.237338 -2.802893 -2.455339 -1.0 0.8 0.7 -0.503
Cl 0.261902 -3.499868 -0.521151 -0.2 0.4 -0.4 -0.100
C 1.407064 -0.513074 0.829290 -0.4 -0.3 0.2 0.446
C 1.361051 0.832313 1.198542 0.1 0.6 0.0 0.409
C 2.018957 1.831102 0.451270 -0.2 -0.7 0.2 0.052
C 1.931726 3.278281 0.892305 0.1 0.1 1.0 1.281
F 1.829855 4.149161 -0.195633 0.2 -0.1 -0.1 -0.409
C 3.051792 3.739557 1.852311 0.5 0.3 -0.8 -0.590
C 4.479637 3.279750 1.503444 0.0 0.5 0.4 -1.126
C 0.570760 1.200439 2.441734 -0.3 -0.6 -0.1 -0.683
O 0.967701 1.999420 3.253078 0.1 0.2 -0.1 -0.492
C -0.725213 0.456361 2.626051 0.0 0.0 -0.3 0.864
C -1.910690 1.057120 3.086898 -0.1 0.0 -0.6 1.237
P -2.031404 2.825438 3.555404 1.0 0.6 1.7 0.139
C -3.750183 3.087467 4.190414 0.1 -0.2 -1.0 -1.162
C -1.831087 3.905643 2.062042 -0.6 -0.8 0.2 -0.853
C -3.024474 0.224056 3.181121 -0.5 0.0 0.1 -0.865
C -2.990156 -1.113520 2.844526 0.6 -0.3 -0.3 -1.133
C -1.811303 -1.715699 2.396116 -0.1 0.2 0.5 0.873
C -1.861729 -3.180774 2.052469 -0.2 -0.3 -0.4 -0.138
Cl -2.704742 -4.098041 3.389514 0.3 0.1 0.0 -0.184
C -2.654840 -3.439864 0.771446 -0.5 -0.5 -0.3 0.080
C -2.666855 -4.926532 0.355616 0.1 0.3 0.7 -1.519
C -0.678588 -0.905517 2.289402 0.4 -0.3 -0.3 -0.400
C 0.662490 -1.442578 1.787377 -0.3 0.7 -0.2 -1.262
O 1.137396 -2.485410 2.153420 0.0 -0.1 0.0 -0.542
H 1.361318 3.346541 -4.378357 0.3 0.1 -0.2 0.457
H 3.693802 3.350490 -0.939576 -0.1 -0.1 0.0 0.040
H 4.485086 2.044549 -1.779121 0.0 0.1 0.1 0.422
H 4.187565 0.456172 -2.702434 -0.2 0.1 0.0 0.642
H 2.950389 -0.746530 -3.021489 0.2 0.1 -0.1 0.312
H 6.087846 -0.015725 -1.820743 -0.1 -0.1 -0.1 0.268
H 5.480681 -0.629030 -0.269948 0.0 0.1 -0.1 0.202
H 7.225077 -2.164478 -0.359139 0.3 0.1 -0.2 0.337
H 6.160205 -2.976134 -1.491032 0.1 0.1 0.1 0.310
H 7.422729 -1.969194 -2.160251 0.2 0.1 0.2 0.333
H 1.536136 -2.217879 -2.785807 0.1 -0.3 -0.4 0.368
H 1.011987 3.428797 1.449377 -0.1 -0.1 -0.1 -1.124
H 2.800107 3.494203 2.881092 -0.2 -0.3 -0.2 0.409
H 3.051136 4.834088 1.775867 -0.2 -0.1 0.1 0.469
H 4.874135 3.910583 0.702823 0.1 -0.4 -0.1 0.292
H 5.137008 3.463732 2.359552 -0.1 -0.1 0.0 0.461
H 4.564446 2.218686 1.260721 -0.1 0.1 -0.1 0.166
H -3.797394 2.810640 5.242590 0.0 -0.1 -0.1 0.336
H -4.494146 2.547089 3.597385 -0.2 0.2 0.2 0.351
H -3.939395 4.161181 4.112518 0.0 -0.1 0.0 0.366
H -2.290989 4.864369 2.310655 -0.1 -0.1 -0.1 0.439
H -2.288422 3.450086 1.180589 0.1 0.4 -0.1 0.264
H -0.766910 4.085614 1.939671 0.0 -0.1 -0.2 0.137
H -3.975455 0.626895 3.513864 0.2 0.0 0.0 0.192
H -3.862208 -1.754588 2.909084 -0.1 0.3 0.2 0.460
H -0.883852 -3.649223 1.977127 0.0 0.2 0.1 0.646
H -2.280357 -2.843186 -0.064432 0.1 0.2 0.4 -0.192
H -3.695566 -3.144770 0.950904 0.1 0.2 -0.1 0.504
H -2.922757 -5.050957 -0.697081 0.0 0.0 0.1 0.311
H -1.696780 -5.386937 0.568611 0.0 0.0 -0.3 0.326
H -3.391570 -5.445059 0.987244 0.0 -0.1 -0.3 0.496
O -4.198512 1.179316 -1.461592 0.0 0.0 0.0 -0.628
N -3.618360 0.137224 -1.691420 -0.1 0.0 0.1 0.945
O -2.582954 -0.209833 -1.160082 0.1 0.0 0.0 -0.389
C -4.216203 -0.777089 -2.678562 0.0 -0.2 -0.2 -0.114
C -5.391036 -0.410528 -3.309378 -0.2 0.1 0.0 -0.424
C -5.941586 -1.262823 -4.253360 0.1 -0.1 0.0 -0.431
C -5.315982 -2.465273 -4.553823 0.0 0.0 0.0 -0.411
C -4.139360 -2.821425 -3.907775 -0.1 0.1 0.0 -0.650
C -3.582074 -1.975426 -2.962208 0.2 -0.1 0.0 -0.014
H -5.877113 0.525371 -3.075411 0.1 0.0 0.1 0.461
H -6.857720 -0.987158 -4.757743 0.0 0.0 0.0 0.375
H -5.744793 -3.125784 -5.296424 0.0 0.0 0.0 0.384
H -3.652734 -3.757960 -4.144675 0.0 0.0 0.0 0.402
H -2.663821 -2.257283 -2.466027 0.0 0.2 0.1 0.483
```
Forces are in eV/Å.



Entry 3:
Here is a molecular structure, C34H36GeN3O2SSeTi from the Open Molecules 2025 dataset. Energies are from ωB97M-V with the def2-TZVPD basis set.

Its spin multiplicity is 3. For the gap between HOMO and LUMO (alpha / beta), the calculation gives 4.3 / 7.0 eV. The net charge is -1.

```
79
Properties=species:S:1:pos:R:3:forces:R:3:mulliken_charge:R:1
Ti 1.214601 0.122354 0.140772 0.2 0.1 0.2 -1.190
O 0.156918 0.665353 -1.437908 0.0 0.1 -0.1 0.422
C 0.226316 1.502530 -2.423335 0.0 0.0 0.0 -0.129
C -0.785375 1.521190 -3.412792 0.0 0.0 0.0 -0.645
C -0.757353 2.417527 -4.455859 0.0 0.0 0.0 -0.490
C 0.282768 3.345124 -4.579063 0.0 0.0 0.0 -0.926
C 1.285385 3.334681 -3.634694 0.0 0.1 -0.1 -0.557
C 1.286921 2.434386 -2.563648 0.0 0.0 0.1 0.685
C 2.383706 2.493412 -1.619342 0.0 0.0 0.0 -0.574
N 2.545383 1.726096 -0.612194 0.0 -0.1 0.0 0.564
C 3.720824 1.959619 0.240499 0.0 0.1 -0.2 -0.894
C 3.530248 1.170270 1.529860 0.0 -0.1 0.1 -1.043
N 3.009165 -0.125158 1.150392 0.0 0.0 0.0 0.733
C 3.958474 -1.042270 0.836124 0.0 0.0 0.0 -1.019
C 3.788603 -2.207352 0.054727 0.0 0.0 0.0 1.567
C 4.846084 -3.143606 -0.060851 0.0 0.0 0.0 -0.974
C 4.739184 -4.287945 -0.825408 0.0 0.0 0.0 -0.579
C 3.556325 -4.555985 -1.513197 0.0 0.0 0.0 -0.792
C 2.494055 -3.657664 -1.419474 0.0 0.0 0.0 -0.806
C 2.579194 -2.491710 -0.664026 0.0 0.0 0.1 -0.219
O 1.534467 -1.675597 -0.588922 0.0 0.0 0.0 0.327
H -1.582725 0.794977 -3.320160 0.0 0.0 0.0 0.666
H -1.552760 2.402147 -5.192576 0.0 0.0 0.0 0.410
H 0.301597 4.049499 -5.399875 0.0 0.0 0.0 0.355
H 2.107213 4.040125 -3.712612 0.0 0.0 0.0 0.357
H 3.120082 3.283517 -1.809072 0.0 0.0 0.0 0.211
H 3.859517 3.032251 0.414752 0.0 0.0 0.0 0.582
H 4.601590 1.570669 -0.280577 0.0 0.0 0.0 0.408
H 2.817952 1.682202 2.178451 0.0 0.0 0.0 0.169
H 4.490130 1.096039 2.060309 0.0 0.0 0.0 0.517
H 4.956616 -0.883556 1.252996 0.0 0.0 0.0 0.060
H 5.765940 -2.941757 0.479649 0.0 0.0 0.0 0.330
H 5.575100 -4.975789 -0.885164 0.0 0.0 0.0 0.361
H 3.459473 -5.453068 -2.112841 0.0 0.0 0.0 0.410
H 1.561780 -3.837772 -1.943608 0.0 0.0 0.0 0.402
S -1.520540 -0.764892 3.942603 0.0 0.0 0.0 -0.506
C -0.896048 -2.319493 3.498329 0.0 0.0 0.0 1.019
C -1.181946 -3.559656 4.060182 0.0 0.0 0.0 -0.740
C -0.510122 -4.664449 3.572517 0.0 0.0 0.0 -0.493
C 0.440573 -4.525960 2.555260 0.0 0.0 0.0 -0.867
C 0.713629 -3.296353 1.991494 0.0 0.1 -0.1 0.186
C 0.021283 -2.176367 2.451000 0.0 0.0 0.0 -1.371
N 0.170634 -0.867800 1.996101 -0.1 -0.1 0.0 1.158
C -0.546038 -0.038941 2.697994 0.0 0.1 0.0 0.338
C -0.520608 1.403507 2.453271 0.0 -0.1 0.0 0.987
C -1.260266 2.284466 3.245478 0.0 0.0 0.0 -0.750
C -1.208859 3.640185 2.982195 0.0 0.0 0.0 -0.855
C -0.418955 4.089746 1.925910 0.0 0.0 0.0 -0.844
C 0.301227 3.189860 1.151940 0.0 0.0 0.0 -0.406
C 0.290100 1.804919 1.377774 0.0 -0.1 -0.1 0.786
H -1.905455 -3.655491 4.859601 0.0 0.0 0.0 0.400
H -0.713856 -5.641749 3.991681 0.0 0.0 0.0 0.381
H 0.974366 -5.397652 2.198765 0.0 0.0 0.0 0.447
H 1.442443 -3.189833 1.203315 0.0 0.0 0.0 0.123
H -1.874254 1.917808 4.062988 0.0 0.0 0.0 0.371
H -1.774855 4.339799 3.584761 0.0 0.0 0.0 0.368
H -0.377704 5.151418 1.704652 0.0 0.0 0.0 0.392
H 0.886324 3.589654 0.327331 0.0 0.0 0.0 0.159
C -4.679768 1.650787 -2.776653 0.0 0.0 0.0 -1.119
Ge -4.024657 1.111874 -1.007160 0.0 0.0 0.0 0.271
C -2.853793 2.485635 -0.290519 0.0 0.0 0.0 -0.277
C -5.573437 0.847717 0.165150 0.0 0.0 0.0 -1.254
C -3.060567 -0.588585 -1.199011 0.0 0.0 0.0 -0.320
Se -3.089881 -1.630519 0.442580 0.0 0.0 0.0 -0.039
C -1.890233 -3.032138 -0.170583 0.0 0.0 0.0 -0.578
H -5.301855 2.543657 -2.693073 0.0 0.0 0.0 0.371
H -5.276457 0.855963 -3.227454 0.0 0.0 0.0 0.384
H -3.844683 1.878941 -3.439868 0.0 0.0 0.0 0.258
H -3.382696 3.436139 -0.196564 0.0 0.0 0.0 0.466
H -1.995337 2.628817 -0.947782 0.0 0.0 0.0 0.141
H -2.476066 2.200033 0.691364 0.0 0.0 0.0 -0.174
H -6.160690 1.765024 0.235245 0.0 0.0 0.0 0.396
H -5.245756 0.572622 1.168855 0.0 0.0 0.0 0.368
H -6.215887 0.051010 -0.212249 0.0 0.0 0.0 0.338
H -2.016953 -0.376716 -1.432445 0.0 0.0 0.0 -0.340
H -3.498624 -1.186406 -2.000118 0.0 0.0 0.0 0.526
H -2.319042 -3.517739 -1.045552 0.0 0.0 0.0 0.478
H -1.791758 -3.755685 0.636968 0.0 0.0 0.0 0.229
H -0.910334 -2.617895 -0.407608 0.0 0.0 0.0 -0.106
```
Forces are in eV/Å.



What are the max |F| values for these records? In order: 1.64, 2.05, 0.31 eV Å⁻¹.